[1]
Below is a cluster of 12 separate species, C56H144N8O24 in total in a non-equilibrium geometry, with properties calculated with ωB97M-V with the def2-TZVPD basis set.

Calculated values
structure (SMILES)	COCCNCCOC.COCCNCCOC.COCCNCCOC.COCCNCCOC.COCCNCCOC.COCCNCCOC.COCCNCCOC.COCCNCCOC.OCCO.OCCO.OCCO.OCCO
LUMO level	0.572	eV
orbital gap	9.00	eV

Element x y z (Å)
C -0.89 1.98 4.69
O -0.41 0.67 4.68
C -0.09 0.16 3.40
C 0.59 -1.16 3.57
N -0.37 -2.16 3.96
C 0.17 -3.38 4.64
C 0.82 -4.29 3.59
O 1.33 -5.36 4.27
C 1.92 -6.30 3.40
H -0.10 2.64 4.33
H -1.15 2.21 5.70
H -1.81 2.09 4.15
H 0.52 0.95 2.93
H -0.99 0.12 2.72
H 1.42 -1.08 4.36
H 1.11 -1.44 2.67
H -0.94 -1.67 4.64
H -0.58 -3.94 5.13
H 0.97 -3.18 5.37
H 1.55 -3.71 2.94
H 0.08 -4.66 2.82
H 1.16 -6.95 2.95
H 2.66 -6.90 3.94
H 2.43 -5.79 2.55
C -5.78 -5.38 -5.11
O -5.74 -4.16 -5.80
C -5.29 -4.25 -7.18
C -4.79 -2.85 -7.58
N -3.53 -2.65 -7.03
C -2.59 -1.71 -7.70
C -2.52 -0.33 -7.03
O -2.05 -0.38 -5.66
C -2.09 0.90 -5.13
H -6.49 -6.10 -5.63
H -6.21 -5.09 -4.16
H -4.82 -5.89 -5.11
H -6.18 -4.61 -7.71
H -4.50 -5.05 -7.33
H -5.57 -2.20 -7.17
H -4.81 -2.73 -8.65
H -3.60 -2.48 -6.04
H -2.90 -1.57 -8.77
H -1.60 -2.12 -7.59
H -3.61 -0.04 -7.07
H -1.85 0.37 -7.61
H -1.59 1.62 -5.81
H -1.38 0.84 -4.32
H -3.09 1.18 -4.68
C -3.92 -2.77 1.98
O -4.67 -1.98 2.93
C -3.84 -1.70 4.04
C -4.75 -1.05 5.12
N -5.30 0.25 4.68
C -4.33 1.29 4.31
C -5.06 2.53 3.87
O -5.75 3.16 4.89
C -6.49 4.35 4.58
H -4.17 -3.86 2.04
H -2.80 -2.63 2.15
H -4.22 -2.50 0.97
H -2.93 -1.11 3.81
H -3.41 -2.66 4.41
H -4.16 -1.02 6.07
H -5.58 -1.76 5.32
H -5.92 0.05 3.88
H -3.62 0.99 3.49
H -3.72 1.50 5.22
H -5.83 2.36 3.05
H -4.29 3.17 3.37
H -6.96 4.69 5.45
H -7.19 4.07 3.78
H -5.72 5.08 4.21
C 1.69 -4.85 -4.60
O 0.45 -4.57 -4.03
C -0.45 -3.92 -4.93
C -0.68 -4.75 -6.18
N -1.38 -5.96 -5.75
C -1.16 -7.12 -6.63
C -1.91 -8.41 -6.18
O -3.28 -8.27 -6.44
C -4.08 -9.42 -6.33
H 2.32 -5.29 -3.82
H 2.18 -3.90 -4.89
H 1.61 -5.53 -5.48
H -0.04 -2.90 -5.15
H -1.42 -3.87 -4.43
H 0.20 -4.98 -6.69
H -1.32 -4.15 -6.85
H -2.37 -5.77 -5.73
H -0.11 -7.32 -6.52
H -1.38 -6.90 -7.69
H -1.78 -8.63 -5.14
H -1.55 -9.26 -6.73
H -3.92 -9.95 -5.31
H -3.85 -10.15 -7.12
H -5.17 -9.13 -6.38
C -1.02 3.25 0.75
O -1.53 2.57 -0.37
C -2.57 1.65 -0.06
C -3.13 1.05 -1.31
N -4.11 0.06 -0.92
C -5.17 -0.27 -1.84
C -4.77 -1.36 -2.82
O -4.44 -2.59 -2.12
C -3.44 -3.27 -2.86
H -0.56 2.50 1.43
H -1.79 3.90 1.14
H -0.24 3.84 0.40
H -3.29 2.08 0.66
H -2.05 0.79 0.42
H -2.23 0.75 -1.98
H -3.62 1.90 -1.87
H -3.77 -0.80 -0.47
H -5.52 0.64 -2.34
H -5.98 -0.69 -1.22
H -3.91 -0.92 -3.40
H -5.53 -1.53 -3.57
H -2.53 -2.67 -2.87
H -3.72 -3.41 -3.92
H -3.26 -4.27 -2.35
C 3.11 1.73 5.31
O 4.39 1.88 4.77
C 4.67 1.39 3.50
C 5.77 2.29 2.88
N 6.07 1.79 1.52
C 6.69 2.78 0.70
C 8.10 3.23 1.18
O 8.99 2.03 1.08
C 10.19 2.39 1.63
H 3.11 2.28 6.26
H 2.97 0.63 5.51
H 2.41 2.21 4.57
H 3.79 1.35 2.83
H 5.07 0.38 3.59
H 6.53 2.35 3.64
H 5.32 3.29 2.83
H 6.73 1.04 1.53
H 6.03 3.67 0.58
H 6.78 2.44 -0.38
H 8.11 3.64 2.19
H 8.36 3.99 0.47
H 10.92 1.57 1.60
H 10.11 2.81 2.68
H 10.63 3.24 1.09
C -1.34 -1.96 -0.12
O -0.61 -0.93 -0.72
C 0.34 -1.31 -1.70
C 0.88 -0.04 -2.33
N 1.75 0.72 -1.43
C 2.65 1.63 -2.17
C 3.50 2.43 -1.25
O 2.70 3.21 -0.37
C 2.90 3.05 1.01
H -0.71 -2.79 0.22
H -2.03 -2.47 -0.82
H -1.92 -1.51 0.72
H -0.21 -1.92 -2.44
H 1.25 -1.75 -1.25
H 0.03 0.53 -2.69
H 1.56 -0.29 -3.14
H 1.10 1.37 -0.96
H 1.99 2.28 -2.84
H 3.35 1.14 -2.87
H 4.23 3.07 -1.77
H 4.14 1.72 -0.68
H 2.62 2.00 1.27
H 2.11 3.63 1.56
H 3.86 3.31 1.39
C 6.20 6.25 4.61
O 4.92 6.41 3.98
C 3.89 6.53 4.94
C 2.67 5.68 4.54
N 1.59 5.69 5.54
C 0.23 6.00 5.12
C -0.77 5.96 6.33
O -0.93 4.62 6.68
C -1.37 4.33 8.00
H 6.85 6.12 3.72
H 6.36 5.35 5.23
H 6.44 7.14 5.21
H 3.58 7.57 5.02
H 4.27 6.28 5.89
H 2.90 4.65 4.32
H 2.21 6.14 3.61
H 1.60 4.81 6.09
H -0.12 5.31 4.34
H 0.30 6.98 4.64
H -1.74 6.41 6.06
H -0.29 6.61 7.02
H -0.93 5.05 8.74
H -1.20 3.33 8.27
H -2.42 4.55 8.00
O 0.82 6.94 -3.24
C 0.42 5.55 -3.60
C -0.46 4.90 -2.61
O -1.12 3.74 -3.13
H 1.35 6.82 -2.41
H -0.10 5.62 -4.55
H 1.29 4.90 -3.80
H -1.16 5.68 -2.32
H 0.07 4.71 -1.67
H -1.26 3.24 -2.33
O -0.61 -7.71 -3.24
C -0.16 -7.53 -1.92
C -0.69 -6.24 -1.23
O 0.06 -5.06 -1.44
H -0.54 -6.90 -3.78
H -0.50 -8.35 -1.31
H 0.95 -7.54 -1.78
H -0.70 -6.43 -0.17
H -1.77 -6.01 -1.45
H -0.26 -4.66 -2.26
O 2.75 -0.39 0.94
C 3.17 -1.68 0.63
C 4.35 -1.97 1.60
O 5.37 -1.04 1.40
H 2.50 0.04 0.11
H 2.41 -2.44 0.79
H 3.43 -1.76 -0.47
H 4.84 -2.98 1.50
H 3.89 -1.92 2.62
H 5.06 -0.11 1.44
O 2.36 6.51 -0.88
C 2.92 7.22 0.19
C 4.50 7.11 0.31
O 5.01 5.92 0.95
H 2.59 5.59 -0.88
H 2.65 8.25 0.11
H 2.43 6.84 1.10
H 4.69 7.97 0.98
H 4.93 7.16 -0.71
H 4.71 5.95 1.83

[2]
Below is a cluster of 11 separate species, C56H145N11O17 in total in a non-equilibrium geometry, with properties calculated with ωB97M-V with the def2-TZVPD basis set.

Calculated values
structure (SMILES)	COC[C@H](C)N.COC[C@H](C)N.COC[C@H](C)N.COC[C@H](C)N.COC[C@H](C)N.COCCNCCOC.COCCNCCOC.COCCNCCOC.COCCNCCOC.COCCNCCOC.COCCNCCOC
LUMO level	0.513	eV
orbital gap	8.77	eV

Element x y z (Å)
C -3.05 5.22 2.87
O -3.08 5.60 1.46
C -2.06 6.44 1.04
C -2.23 6.91 -0.43
C -1.03 7.72 -0.90
N -3.43 7.69 -0.47
H -3.93 4.59 3.04
H -3.13 6.10 3.50
H -2.14 4.63 3.02
H -1.96 7.31 1.68
H -1.08 5.96 1.13
H -2.32 6.06 -1.10
H -1.15 8.17 -1.89
H -0.16 7.08 -0.88
H -0.89 8.49 -0.14
H -4.29 7.26 -0.15
H -3.31 8.43 0.20
C -4.53 1.37 -4.01
O -3.63 1.44 -2.91
C -4.34 1.84 -1.75
C -3.48 2.71 -0.81
C -2.31 1.95 -0.17
N -4.28 3.18 0.31
H -4.11 0.80 -4.84
H -4.85 2.36 -4.33
H -5.47 0.87 -3.78
H -5.27 2.39 -1.92
H -4.68 0.98 -1.17
H -2.99 3.57 -1.27
H -1.60 2.63 0.31
H -1.66 1.50 -0.92
H -2.67 1.28 0.61
H -5.19 3.54 0.06
H -3.81 3.95 0.77
C -2.70 1.79 3.95
O -3.36 2.72 4.85
C -4.67 2.32 5.24
C -5.36 3.42 6.00
C -4.43 4.10 7.08
N -6.50 2.82 6.75
H -1.66 2.11 3.98
H -3.08 2.03 2.96
H -2.79 0.74 4.22
H -5.29 2.25 4.34
H -4.54 1.41 5.83
H -5.66 4.22 5.32
H -3.51 4.49 6.64
H -4.21 3.40 7.89
H -4.97 5.00 7.38
H -6.17 2.22 7.49
H -6.95 2.25 6.05
C 4.45 1.48 -6.30
O 4.18 0.46 -5.33
C 3.28 0.92 -4.33
C 3.12 -0.18 -3.30
C 2.60 -1.47 -3.81
N 2.15 0.27 -2.32
H 4.80 2.42 -5.88
H 3.60 1.77 -6.91
H 5.25 1.12 -6.95
H 3.70 1.81 -3.86
H 2.29 1.19 -4.72
H 4.03 -0.33 -2.72
H 2.32 -2.18 -3.03
H 3.43 -1.98 -4.31
H 1.72 -1.32 -4.43
H 2.06 -0.45 -1.63
H 2.66 0.96 -1.78
C 0.84 2.89 2.38
O 1.24 1.89 1.44
C 0.59 0.67 1.67
C 0.74 -0.32 0.56
C -0.27 -1.44 0.42
N 2.08 -0.84 0.63
H 1.17 2.59 3.37
H -0.22 3.10 2.44
H 1.43 3.77 2.11
H 0.92 0.26 2.63
H -0.48 0.78 1.85
H 0.60 0.16 -0.41
H -0.25 -2.21 1.19
H -0.29 -1.86 -0.59
H -1.25 -0.99 0.56
H 2.65 -0.02 0.45
H 2.33 -1.21 1.53
C 2.10 -6.38 3.65
O 1.38 -5.82 2.51
C 1.87 -6.35 1.30
C 1.31 -5.36 0.25
N 1.87 -5.47 -1.07
C 1.36 -4.42 -1.93
C -0.12 -4.60 -2.25
O -0.53 -5.84 -2.82
C 0.05 -6.19 -4.05
H 3.14 -6.05 3.58
H 2.10 -7.46 3.70
H 1.70 -6.05 4.61
H 1.49 -7.36 1.22
H 2.96 -6.38 1.34
H 1.31 -4.30 0.50
H 0.26 -5.61 0.13
H 2.85 -5.25 -1.05
H 2.00 -4.57 -2.80
H 1.60 -3.42 -1.57
H -0.33 -3.87 -3.02
H -0.76 -4.37 -1.40
H -0.44 -5.60 -4.82
H -0.02 -7.26 -4.27
H 1.13 -6.06 -4.10
C 5.69 8.71 2.85
O 4.51 8.13 2.53
C 4.08 7.11 3.47
C 3.11 6.10 2.87
N 2.00 6.71 2.04
C 0.98 7.39 2.87
C 0.18 6.45 3.88
O 0.78 6.40 5.17
C 0.06 5.62 6.12
H 5.65 9.13 3.86
H 6.05 9.39 2.09
H 6.47 7.96 2.93
H 3.64 7.74 4.25
H 4.87 6.54 3.95
H 2.66 5.48 3.64
H 3.59 5.31 2.29
H 2.45 7.39 1.44
H 0.22 7.81 2.21
H 1.31 8.25 3.45
H 0.10 5.43 3.50
H -0.81 6.88 4.02
H 0.62 5.73 7.05
H -0.05 4.56 5.91
H -0.95 5.97 6.34
C 5.49 -4.17 3.24
O 5.63 -3.88 1.82
C 4.43 -3.40 1.18
C 4.56 -3.47 -0.36
N 4.82 -4.80 -0.79
C 5.23 -4.73 -2.16
C 5.90 -6.02 -2.72
O 7.09 -6.19 -2.05
C 8.02 -7.08 -2.70
H 6.35 -3.77 3.78
H 5.36 -5.25 3.34
H 4.59 -3.68 3.61
H 4.30 -2.37 1.50
H 3.59 -4.01 1.51
H 5.39 -2.80 -0.60
H 3.77 -2.93 -0.87
H 5.51 -5.20 -0.17
H 5.99 -3.97 -2.34
H 4.38 -4.64 -2.84
H 6.10 -5.85 -3.77
H 5.28 -6.91 -2.73
H 9.04 -6.93 -2.34
H 8.00 -6.97 -3.79
H 7.76 -8.08 -2.35
C 1.39 -2.24 3.74
O 2.52 -1.48 3.34
C 3.28 -0.70 4.33
C 4.46 -0.05 3.58
N 4.04 1.24 3.05
C 4.92 1.92 2.12
C 4.88 1.43 0.63
O 3.65 1.45 -0.06
C 3.27 2.78 -0.47
H 0.68 -1.47 4.06
H 1.67 -2.87 4.59
H 0.97 -2.81 2.92
H 3.66 -1.41 5.07
H 2.65 0.02 4.85
H 4.77 -0.75 2.81
H 5.21 0.06 4.36
H 3.09 1.21 2.72
H 5.91 1.83 2.55
H 4.67 2.98 2.08
H 5.24 0.41 0.59
H 5.63 1.98 0.06
H 3.16 3.52 0.32
H 2.32 2.74 -0.99
H 3.90 3.29 -1.20
C -5.43 -1.02 2.09
O -4.40 -1.85 1.63
C -4.10 -1.74 0.22
C -3.51 -3.07 -0.27
N -4.39 -4.26 -0.12
C -3.71 -5.39 -0.72
C -4.60 -6.53 -0.34
O -4.25 -7.83 -0.80
C -4.46 -8.13 -2.16
H -6.37 -1.33 1.65
H -5.33 0.05 1.90
H -5.42 -1.20 3.17
H -3.44 -0.89 0.04
H -4.97 -1.65 -0.43
H -2.67 -3.25 0.40
H -3.25 -2.91 -1.32
H -5.31 -4.13 -0.51
H -2.70 -5.52 -0.32
H -3.57 -5.43 -1.80
H -5.62 -6.40 -0.72
H -4.69 -6.65 0.74
H -4.44 -9.21 -2.34
H -3.62 -7.73 -2.73
H -5.38 -7.68 -2.52
C -1.29 -0.64 -3.73
O -1.85 -1.13 -4.96
C -1.66 -2.52 -5.25
C -2.41 -2.67 -6.53
N -3.81 -2.33 -6.44
C -4.46 -2.24 -7.71
C -5.80 -1.48 -7.53
O -5.53 -0.27 -6.80
C -6.68 0.42 -6.39
H -0.22 -0.85 -3.79
H -1.73 -1.11 -2.86
H -1.50 0.41 -3.51
H -2.18 -3.10 -4.49
H -0.61 -2.82 -5.19
H -2.21 -3.65 -6.96
H -1.87 -1.99 -7.18
H -3.83 -1.37 -6.16
H -4.70 -3.15 -8.26
H -3.91 -1.61 -8.41
H -6.41 -2.10 -6.88
H -6.36 -1.21 -8.43
H -7.10 1.06 -7.17
H -6.36 1.17 -5.67
H -7.42 -0.27 -5.98

Among the records above, which one has the highest LUMO level? C56H144N8O24

Which value of LUMO level does entry 1 give? 0.572 eV

The highest LUMO level belongs to which entry? C56H144N8O24